Here is 6 unconnected molecules or ions with the total composition C34H74N4O5 from the OMol25 dataset. Energies are from the ωB97M-V functional and the def2-TZVPD basis.

Each line ends with the Löwdin charge.
Geometry (Å):
O1 5.507 14.988 1.706  -0.40
H1 6.050 14.180 1.625  -0.12
C1 3.579 8.117 -0.231  0.05
C2 3.384 9.731 -0.203  -0.41
C3 4.271 10.508 0.781  -0.14
C4 5.741 10.566 0.350  -0.16
C5 5.780 11.476 -0.877  -0.12
C6 5.035 10.825 -2.094  -0.40
N1 3.657 10.233 -1.640  0.12
O2 2.970 9.570 -2.732  0.08
C7 5.902 9.681 -2.694  -0.01
C8 4.722 11.859 -3.208  -0.02
C9 2.025 10.229 0.230  -0.03
H2 3.048 7.715 -1.093  0.08
H3 2.979 7.809 0.625  0.09
H4 4.622 7.804 -0.196  0.08
H5 4.188 9.975 1.728  0.14
H6 3.912 11.489 1.089  0.11
H7 6.078 9.577 0.039  0.10
H8 6.403 10.970 1.116  0.09
H9 6.820 11.726 -1.086  0.12
H10 5.262 12.408 -0.654  0.11
H11 6.858 10.112 -2.991  0.10
H12 5.596 9.391 -3.700  0.10
H13 6.047 8.788 -2.086  0.08
H14 4.196 12.737 -2.832  0.08
H15 4.052 11.510 -3.993  0.09
H16 5.606 12.257 -3.707  0.10
H17 1.975 11.302 0.047  0.07
H18 1.758 9.973 1.255  0.11
H19 1.296 9.724 -0.403  0.10
C10 0.165 12.208 3.016  -0.12
C11 1.077 13.218 2.541  -0.24
C12 0.500 14.109 1.384  -0.05
N2 1.443 15.101 0.647  -0.21
C13 2.661 14.359 0.065  0.02
C14 0.576 15.844 -0.382  -0.09
C15 -0.060 17.017 0.392  -0.14
C16 1.039 17.432 1.345  -0.16
C17 1.901 16.248 1.548  -0.09
H20 0.587 11.405 3.621  0.09
H21 -0.328 11.690 2.193  0.07
H22 -0.662 12.577 3.623  0.09
H23 2.028 12.775 2.244  0.09
H24 1.340 13.829 3.405  0.10
H25 -0.365 14.711 1.663  0.14
H26 0.255 13.484 0.525  0.12
H27 3.251 15.039 -0.550  0.10
H28 2.170 13.599 -0.542  0.08
H29 3.296 13.826 0.772  0.07
H30 1.094 16.190 -1.276  0.13
H31 -0.106 15.130 -0.843  0.13
H32 -0.294 17.831 -0.295  0.12
H33 -1.003 16.755 0.871  0.12
H34 1.613 18.271 0.950  0.12
H35 0.566 17.760 2.270  0.13
H36 2.936 16.453 1.277  0.13
H37 1.815 15.944 2.591  0.13
C18 11.245 19.160 3.807  -0.10
C19 10.086 18.282 3.484  -0.29
C20 8.878 19.078 3.129  -0.14
N3 7.641 18.282 2.673  -0.20
C21 7.397 17.237 3.830  0.05
C22 7.924 17.577 1.309  -0.06
C23 6.965 18.237 0.255  -0.17
C24 5.880 18.749 1.057  -0.19
C25 6.461 19.295 2.405  -0.02
H38 12.039 18.542 4.226  0.09
H39 10.951 19.968 4.476  0.09
H40 11.603 19.640 2.896  0.09
H41 10.007 17.584 4.318  0.11
H42 10.519 17.584 2.767  0.11
H43 9.037 19.692 2.243  0.14
H44 8.556 19.712 3.955  0.14
H45 6.516 16.692 3.490  0.07
H46 7.229 17.735 4.785  0.12
H47 8.207 16.508 3.854  0.07
H48 7.627 16.557 1.554  0.08
H49 8.964 17.561 0.982  0.12
H50 6.608 17.434 -0.391  0.12
H51 7.362 19.081 -0.308  0.12
H52 5.302 17.886 1.387  0.11
H53 5.381 19.492 0.436  0.13
H54 5.702 19.284 3.187  0.14
H55 6.897 20.283 2.255  0.12
C26 13.077 12.442 4.101  -0.09
C27 12.054 12.235 2.978  -0.22
C28 10.697 12.058 3.656  -0.13
N4 9.588 11.632 2.730  -0.24
C29 9.780 10.247 2.049  0.06
C30 9.215 12.718 1.646  -0.07
C31 8.512 13.790 2.417  -0.19
C32 7.768 13.030 3.458  -0.13
C33 8.283 11.578 3.522  -0.08
H56 12.771 13.290 4.715  0.08
H57 14.073 12.656 3.715  0.09
H58 13.164 11.499 4.640  0.09
H59 12.409 11.313 2.517  0.11
H60 12.104 13.076 2.286  0.12
H61 10.385 13.038 4.018  0.13
H62 10.683 11.410 4.532  0.14
H63 10.691 10.356 1.460  0.10
H64 8.861 10.006 1.515  0.09
H65 9.935 9.592 2.906  0.11
H66 8.566 12.243 0.911  0.12
H67 10.098 13.025 1.085  0.13
H68 7.848 14.350 1.758  0.09
H69 9.254 14.508 2.768  0.11
H70 6.679 13.041 3.420  0.12
H71 8.074 13.432 4.424  0.12
H72 7.629 10.822 3.087  0.12
H73 8.619 11.228 4.498  0.13
O3 3.869 14.404 3.600  0.01
C34 3.636 15.363 4.553  -0.84
O4 2.578 15.307 5.251  0.00
O5 4.367 16.329 4.688  0.02
H74 4.588 14.750 3.066  -0.02

Output
**Relative energy (zero: lowest compared OMol25 entry of this formula, charge and spin)**: 215.33 kJ/mol
**Total charge**: +2
**HOMO energy**: -0.3783 Eh
**Gap between HOMO and LUMO**: 1.611 eV